1.
Molecular formula: C7H15N2
Method: DFT, ωB97M-V with the def2-TZVPD basis set

Geometry as ORCA input:
```
! wB97M-V def2-TZVPD RIJCOSX def2/J DEFGRID3
* xyz 1 1
C -2.26435 1.25171 0.79923
C -1.70561 0.45425 -0.09456
C -1.31698 0.85393 -1.46783
N -1.33717 -0.81614 0.22970
C -0.52076 -1.80171 -0.40668
C 0.81884 -1.89200 0.34492
N 1.51042 -0.64956 0.06724
C 1.72830 0.22118 0.95653
C 2.30010 1.50567 0.38556
H -2.46678 1.07036 1.89324
H -2.58114 2.21687 0.41346
H -1.62328 0.09840 -2.26066
H -0.18820 0.95278 -1.56095
H -1.66438 1.90334 -1.80679
H -1.50181 -0.95568 1.17764
H -0.36881 -1.60122 -1.44233
H -1.01132 -2.75911 -0.15281
H 0.60943 -2.10214 1.37896
H 1.39109 -2.73150 0.06930
H 1.81139 -0.56826 -0.91636
H 1.43346 -0.11074 1.94316
H 1.37651 2.08470 0.01330
H 2.71806 1.17618 -0.55141
H 2.85305 2.19870 0.98814
*
```

The HOMO energy is -11.302 eV. The value obtained for the LUMO energy is -4.453 eV. Its SMILES is C=C(C)NCC/[NH+]=C/C. Its energy above the lowest of the compared OMol25 structures with the same formula, charge and spin is 50.9 kcal per mole.

2.
Molecular formula: C7H15N2
Method: DFT, ωB97M-V with the def2-TZVPD basis set

Geometry as ORCA input:
```
! wB97M-V def2-TZVPD RIJCOSX def2/J DEFGRID3
* xyz 1 1
C 1.32453 -1.96472 0.19004
N 1.16856 -0.73420 -0.52508
C 2.23918 0.20031 -0.45892
C 1.84152 1.39088 0.46391
C 0.37956 1.39785 0.32916
C -0.03489 0.19766 0.04023
N -1.39511 -0.14689 -0.34505
C -2.04806 -0.80973 0.75397
C -2.19268 0.98986 -0.91251
H 1.95159 -2.65624 -0.32582
H 1.60509 -1.99656 1.29230
H 0.30834 -2.56104 0.27295
H 2.27888 0.59397 -1.50273
H 3.22792 -0.21412 -0.21506
H 2.33039 2.29919 -0.07784
H 2.22865 1.56833 1.41762
H -0.13577 2.36367 0.54244
H -1.29886 -0.82103 -1.10875
H -2.39436 -0.12074 1.54303
H -2.87668 -1.27825 0.34863
H -1.35733 -1.53627 1.06098
H -3.20044 0.65325 -0.88420
H -2.09345 1.70056 -0.08045
H -1.85659 1.48428 -1.81885
*
```

The HOMO energy is -12.718 eV. The value obtained for the LUMO energy is -2.929 eV. Its SMILES is CN1CCC=C1[NH+](C)C. Its energy above the lowest of the compared OMol25 structures with the same formula, charge and spin is 73.2 kcal per mole.

3.
Molecular formula: C7H15N2
Method: DFT, ωB97M-V with the def2-TZVPD basis set

Geometry as ORCA input:
```
! wB97M-V def2-TZVPD RIJCOSX def2/J DEFGRID3
* xyz 1 1
C -1.98176 1.31967 -0.01314
C -1.22507 0.01282 0.11834
C -1.93623 -1.37701 -0.01790
C -0.49361 0.02537 1.50690
N 0.74006 -0.00015 1.44441
C 1.36987 0.02971 0.18216
C 2.02731 -1.27254 -0.16832
C 2.11208 1.32064 -0.14511
N -0.09480 0.01672 -0.80167
H -2.79106 1.33887 -0.83538
H -1.32541 2.09662 -0.19658
H -2.31154 1.63176 0.90766
H -2.08382 -1.31469 -1.04421
H -2.92553 -1.53998 0.52447
H -1.32923 -2.23937 0.20160
H -0.99542 0.25902 2.40770
H 1.39804 -2.11878 -0.06939
H 2.90010 -1.49871 0.49746
H 2.48083 -1.22285 -1.16534
H 2.19992 1.39179 -1.28943
H 3.12989 1.11473 0.23992
H 1.50248 2.11517 0.29911
H -0.18060 -0.87346 -1.12907
H -0.18650 0.78463 -1.45419
*
```

The HOMO energy is -14.463 eV. The value obtained for the LUMO energy is -2.730 eV. Its SMILES is CC1(C)C=NC(C)(C)[NH2+]1. Its energy above the lowest of the compared OMol25 structures with the same formula, charge and spin is 37.6 kcal per mole.

4.
Molecular formula: C7H15N2O2
Method: DFT, ωB97M-V with the def2-TZVPD basis set

Geometry as ORCA input:
```
! wB97M-V def2-TZVPD RIJCOSX def2/J DEFGRID3
* xyz 1 1
C -3.63736 -1.11845 0.59712
C -3.08608 -1.51664 -0.55184
C -2.59656 0.63820 -0.19935
C 4.20447 -0.22551 0.06555
C 2.89741 0.07528 -0.69470
C 1.61019 -0.35423 0.12151
C 0.41708 0.63919 -0.30370
N -3.33127 0.19421 0.86679
N -0.72239 0.35132 0.62348
O -2.46393 -0.27582 -1.12284
O -2.43695 1.88569 -0.37150
H -4.29090 -1.79853 1.14665
H -2.94198 -2.38300 -1.16794
H 4.39611 -1.34822 0.40931
H 4.12159 0.37881 1.04018
H 5.13847 0.21366 -0.41987
H 2.78575 1.11360 -0.82722
H 2.74285 -0.28067 -1.75271
H 1.25882 -1.39973 -0.09243
H 1.61083 -0.37190 1.20781
H 0.88512 1.67717 -0.11304
H 0.32075 0.54955 -1.34854
H -3.70887 0.67499 1.56786
H -0.68624 1.04967 1.39770
H -0.71585 -0.56578 0.93738
H -1.77107 2.19717 -1.01565
*
```

The HOMO energy is -13.114 eV. The value obtained for the LUMO energy is -2.801 eV. Its energy above the lowest of the compared OMol25 structures with the same formula, charge and spin is 55.3 kcal per mole.

5.
Molecular formula: C7H15N2OP
Method: DFT, ωB97M-V with the def2-TZVPD basis set

Geometry as ORCA input:
```
! wB97M-V def2-TZVPD RIJCOSX def2/J DEFGRID3
* xyz 0 1
C -1.39128 1.46386 1.08928
C -0.61919 0.59521 2.06617
C -0.77038 1.39777 -0.38227
C 0.94115 0.87053 1.90424
C 1.20869 0.98115 -2.00257
C 0.76229 1.47476 -0.49241
C -0.37709 -3.65497 -0.60888
N 1.43934 0.78573 0.50066
N -0.08079 -2.37735 -1.22152
O 0.80920 -0.30291 -2.11510
P 1.33583 -1.49490 -1.17464
H -2.42182 1.17110 1.10247
H -1.31634 2.54680 1.16474
H -0.94567 0.78542 3.19319
H -0.66350 -0.54454 1.98209
H -1.01574 0.41768 -0.79562
H -1.17441 2.26559 -0.93814
H 1.08325 1.83030 2.21655
H 1.41763 0.05595 2.49069
H 0.74032 1.59771 -2.77601
H 2.28083 1.21109 -1.90787
H 1.04223 2.50205 -0.57553
H 0.35980 -4.09022 0.01731
H -1.16715 -3.50775 0.04579
H -0.57206 -4.28894 -1.47905
H -0.90513 -1.69112 -1.30360
*
```

The HOMO energy (alpha / beta) is -7.307 / -6.395 eV. The value obtained for the LUMO energy (alpha / beta) is 0.240 / -0.004 eV. Its energy above the lowest of the compared OMol25 structures with the same formula, charge and spin is 94.3 kcal per mole.

6.
Molecular formula: C7H15N2S2
Method: DFT, ωB97M-V with the def2-TZVPD basis set

Geometry as ORCA input:
```
! wB97M-V def2-TZVPD RIJCOSX def2/J DEFGRID3
* xyz 1 1
C 2.73498 -1.82052 -0.20385
C 2.67166 -0.38750 0.16076
C 3.83336 0.12706 0.86315
N 1.59934 0.31351 0.03676
C 1.33132 1.54729 0.00885
S 1.86333 2.84599 -0.77913
S -0.39299 1.97066 0.72661
C -1.43432 0.55219 1.18429
N -2.45648 0.33494 0.05908
C -3.07106 1.68479 -0.31301
C -2.09202 -0.55506 -1.16247
H 2.78031 -2.38019 0.75382
H 3.70876 -2.00254 -0.71429
H 1.90898 -2.07566 -0.85686
H 4.57564 -0.55300 0.93581
H 3.58514 0.35118 1.83857
H 4.26386 1.01240 0.44394
H -2.05458 0.96211 1.97212
H -0.83833 -0.24851 1.60740
H -3.25076 -0.14865 0.51874
H -3.75859 1.86788 0.55163
H -2.33226 2.47768 -0.48514
H -3.72350 1.66426 -1.27239
H -0.98496 -0.40984 -1.34502
H -2.14757 -1.63788 -1.12025
H -2.76687 -0.11001 -1.89140
*
```

The HOMO energy is -11.661 eV. The value obtained for the LUMO energy is -3.519 eV. Its SMILES is CC(C)=NC(=S)SC[NH+](C)C. Its energy above the lowest of the compared OMol25 structures with the same formula, charge and spin is 56.9 kcal per mole.

7.
Molecular formula: C7H15N3
Method: DFT, ωB97M-V with the def2-TZVPD basis set

Geometry as ORCA input:
```
! wB97M-V def2-TZVPD RIJCOSX def2/J DEFGRID3
* xyz 0 1
C -0.85474 1.60022 0.33976
C -2.05502 2.38963 0.88223
C -0.08838 2.37898 -0.73909
C 0.04093 1.23492 1.42875
N 0.74435 0.90189 2.27511
H -1.19710 0.65251 -0.09162
H -2.59775 1.81644 1.63372
H -2.73176 2.63368 0.06331
H -1.73064 3.32787 1.33428
H 0.32241 3.30464 -0.33417
H -0.76462 2.62414 -1.55808
H 0.71502 1.76605 -1.14556
C -0.31108 -2.19888 0.40998
C 0.13375 -2.43103 -1.88162
N -0.18326 -1.60615 -0.73749
C 2.60590 -0.75146 0.23810
N 2.09424 -0.59900 -0.80500
H 1.01772 -1.97200 1.32842
H -0.85708 -1.67742 1.19034
H 0.69306 -3.34220 -1.62797
H 0.72265 -1.83853 -2.57858
H -0.80330 -2.71916 -2.36844
H -0.15569 -3.27638 0.52498
H 1.87644 -1.77813 1.28948
H 3.36394 -0.44062 0.92914
*
```

The HOMO energy is -9.621 eV. The value obtained for the LUMO energy is 0.805 eV. Its energy above the lowest of the compared OMol25 structures with the same formula, charge and spin is 89.1 kcal per mole.

8.
Molecular formula: C7H15N3O3S
Method: DFT, ωB97M-V with the def2-TZVPD basis set

Geometry as ORCA input:
```
! wB97M-V def2-TZVPD RIJCOSX def2/J DEFGRID3
* xyz 0 1
C -0.36150 -1.09517 -0.22221
C 1.04448 1.11467 -0.04632
C -1.80417 -2.95920 0.00391
C 3.50431 1.54002 0.03726
C 2.70729 -0.49870 1.03413
C -1.77324 1.93511 -1.84716
C -0.13783 0.28021 0.43176
N -3.05769 0.83500 0.04284
N -1.29717 -1.75541 0.48935
N 2.29557 0.74634 0.39912
O 0.23809 -1.67800 -1.08069
O 0.87287 2.11958 -0.74312
O -3.42304 0.55428 1.34180
S -1.77509 1.71780 0.00184
H -1.71442 -3.94151 0.57575
H -2.86599 -3.01718 -0.41398
H -1.16647 -3.28365 -0.88408
H 3.17468 2.39943 -0.68725
H 3.76090 2.04650 0.98652
H 4.28132 0.81730 -0.28623
H 2.36883 -1.27927 0.27428
H 3.80374 -0.46473 1.08432
H 2.24714 -0.52591 2.04425
H -1.59571 2.98465 -2.16650
H -2.86696 1.64503 -2.14017
H -1.01375 1.44594 -2.30589
H -0.08277 0.14676 1.44939
H -1.86835 -1.40819 1.25185
H -3.49505 -0.42170 1.37522
*
```

The HOMO energy (alpha / beta) is -7.881 / -7.880 eV. The value obtained for the LUMO energy (alpha / beta) is 0.364 / 0.365 eV. Its energy above the lowest of the compared OMol25 structures with the same formula, charge and spin is 63.9 kcal per mole.

9.
Molecular formula: C7H15N3O5
Method: DFT, ωB97M-V with the def2-TZVPD basis set

Geometry as ORCA input:
```
! wB97M-V def2-TZVPD RIJCOSX def2/J DEFGRID3
* xyz 0 1
N 0.20464 2.87423 -0.60054
C 0.20942 1.57883 -0.16627
O -0.29925 0.73155 -0.90907
C 0.85709 1.32959 1.19019
C 2.25053 0.66467 1.06405
C 2.25620 -0.51265 -0.00220
N 1.13462 -1.44040 0.01698
C 3.51941 -1.36227 -0.23295
O 4.64031 -0.93076 -0.08201
O 3.25382 -2.63104 -0.63497
H -0.46502 2.97565 -1.31242
H 0.45039 3.62701 -0.10073
H 0.97479 2.30077 1.72336
H 0.14216 0.70922 1.78360
H 2.99333 1.40134 0.82036
H 2.54981 0.24485 2.04932
H 2.16735 -0.02275 -0.99615
H 0.31723 -0.90321 -0.30521
H 0.99262 -1.81816 0.91935
H 2.36723 -2.62655 -0.84127
N -2.90038 0.59142 -1.19141
C -2.69111 -0.80980 -0.88558
C -3.54712 -1.36966 0.18857
O -3.87979 -2.53582 0.21590
O -3.84934 -0.51156 1.17739
H -2.28601 0.85517 -1.94207
H -2.67761 1.16275 -0.39758
H -1.72678 -1.07576 -0.56087
H -2.86941 -1.44609 -1.81231
H -4.08914 -1.05057 1.82453
*
```

The HOMO energy is -9.407 eV. The value obtained for the LUMO energy is 0.197 eV. Its SMILES is NC(=O)CC[C@H](N)C(=O)O.NCC(=O)O. Its energy above the lowest of the compared OMol25 structures with the same formula, charge and spin is 18.1 kcal per mole.

10.
Molecular formula: C7H15N3O5Zn
Method: DFT, ωB97M-V with the def2-TZVPD basis set

Geometry as ORCA input:
```
! wB97M-V def2-TZVPD RIJCOSX def2/J DEFGRID3
* xyz 0 1
Zn 0.13591 0.11731 -0.63142
C -3.05682 -3.49801 0.17973
O -1.80692 -3.36066 0.87199
C -1.02036 -2.38617 0.42153
O -1.29421 -1.66365 -0.51853
N 0.14731 -2.33342 1.12524
N 0.92210 -1.18393 0.92082
H -3.58423 -4.29556 0.69227
H -2.88376 -3.76070 -0.86177
H -3.62023 -2.56894 0.22957
H 0.10832 -2.70617 2.06272
H 1.89681 -1.41945 0.79530
H 0.74522 -0.50924 1.68657
N 3.76410 2.33277 -1.24295
C 2.60912 1.63478 -1.18533
O 2.26006 1.08530 -0.14390
C 1.77832 1.60071 -2.45415
C 0.79521 0.43412 -2.49079
H 4.30095 2.45759 -0.40231
H 4.04126 2.80803 -2.08176
H 2.46115 1.63824 -3.31146
H 1.23341 2.55166 -2.46005
H 1.29551 -0.46081 -2.87074
H -0.01338 0.65672 -3.18745
C -2.00231 2.27551 2.39365
C -1.05004 1.26964 1.77965
O -0.43471 0.49565 2.53208
O -0.98366 1.28085 0.50336
H -2.94958 1.77198 2.59446
H -2.18756 3.10196 1.71235
H -1.60697 2.63388 3.34134
*
```

The HOMO energy is -8.480 eV. The value obtained for the LUMO energy is 0.646 eV. Its energy above the lowest of the compared OMol25 structures with the same formula, charge and spin is 0.0 kcal per mole.

11.
Molecular formula: C7H15N4O
Method: DFT, ωB97M-V with the def2-TZVPD basis set

Geometry as ORCA input:
```
! wB97M-V def2-TZVPD RIJCOSX def2/J DEFGRID3
* xyz 1 1
C 2.42162 -0.25136 -1.83316
C 1.87361 -0.80101 -0.48627
N 0.64411 -1.48769 -0.48216
N 0.12651 -1.58168 0.63753
C -1.33483 -1.89751 0.69076
N -2.00912 -1.03687 -0.31883
C -2.03554 0.31037 0.07680
C -0.65436 1.06258 0.11869
C -0.90648 2.45845 0.84252
C 0.46463 0.49026 0.93852
N 1.71785 0.25218 0.61826
O 2.70910 0.65488 1.17146
H 2.98576 0.70336 -1.51730
H 1.50955 -0.05579 -2.55167
H 3.01646 -1.02641 -2.29538
H 2.76361 -1.42741 -0.12337
H 0.17875 -1.65027 -1.30229
H -1.42250 -1.57988 1.76414
H -1.33139 -3.05031 0.60346
H -2.86346 -1.41861 -0.83734
H -2.54310 0.45659 0.99649
H -2.55098 1.00157 -0.79084
H -0.16035 1.03971 -0.87102
H -1.92946 2.74375 0.48631
H -0.17106 3.14927 0.56925
H -0.94403 2.36998 1.88288
H 0.44512 0.57184 2.01253
*
```

The HOMO energy (alpha / beta) is -12.861 / -12.500 eV. The value obtained for the LUMO energy (alpha / beta) is -5.230 / -5.113 eV. Its SMILES is C[C@@H]1/[NH+]=N/CNC[C@@H](C)/C=[N+]\1[O-]. Its energy above the lowest of the compared OMol25 structures with the same formula, charge and spin is 163.7 kcal per mole.

12.
Molecular formula: C7H15NO
Method: DFT, ωB97M-V with the def2-TZVPD basis set

Geometry as ORCA input:
```
! wB97M-V def2-TZVPD RIJCOSX def2/J DEFGRID3
* xyz 0 1
C 0.54795 0.71173 0.38912
C -0.21982 -0.43518 -0.08747
C -1.89360 0.28113 0.18664
C -0.15438 -0.81749 -1.54866
C -2.85827 -0.88444 0.25747
N 0.56352 0.95754 1.74998
C 2.19744 -0.37088 0.10437
C 3.31398 0.34036 0.02463
O 0.50285 1.87466 -0.33562
H 0.39908 1.67299 -1.27288
H -0.19418 -1.26562 0.60688
H 0.25491 1.88556 2.00400
H 1.43279 0.71883 2.20954
H 2.27846 -1.45206 0.20799
H -1.94646 0.87917 1.09516
H -2.09512 0.93984 -0.65942
H -1.03659 -0.52771 -2.12016
H 0.67768 -0.36856 -2.09266
H -0.02765 -1.89366 -1.63941
H -3.88535 -0.54669 0.41970
H -2.84725 -1.47503 -0.65970
H -2.60386 -1.54502 1.08867
H 4.30459 -0.10627 0.03054
H 3.28930 1.42683 0.04130
*
```

The HOMO energy is -7.900 eV. The value obtained for the LUMO energy is 0.869 eV. Its energy above the lowest of the compared OMol25 structures with the same formula, charge and spin is 95.5 kcal per mole.

Q: The lowest energy above the lowest of the compared OMol25 structures with the same formula, charge and spin belongs to which entry?
A: C7H15N3O5Zn